A single C12H13NO2 molecule, computed with wB97M-V/def2-TZVPD.

Output
LUMO level (spin up / spin down): 0.95 / -1.14 eV
Expectation value of S²: 2.03
Orbital gap (spin up / spin down): 8.605 / 7.634 eV
Spin multiplicity: 3

XYZ file:
```
28
C12H13NO2 wB97M-V/def2-TZVPD
C -3.9411 -0.9943 0.1109
C -4.0787 0.3801 -0.0750
C -2.6873 -1.5530 0.1442
C -2.9571 1.1655 -0.1334
C -1.5275 -0.7771 0.0177
C -1.6498 0.6417 -0.0256
C 1.3252 -0.7661 1.1689
C 0.8250 -0.9276 -0.0428
C 2.5275 0.0982 1.4142
C 1.5701 -0.6018 -1.3015
C 3.3521 0.3609 0.1531
C 2.4538 0.6166 -1.0518
N -0.5868 1.5288 0.1717
O -0.4240 -1.5154 -0.1882
O -0.6949 2.6767 -0.2499
H -4.8118 -1.6228 0.2166
H -5.0616 0.8176 -0.1545
H -2.5534 -2.6195 0.2463
H -3.0399 2.2400 -0.2251
H 0.7452 -1.0364 2.0411
H 2.1314 1.0516 1.7838
H 3.1589 -0.3117 2.2046
H 2.1897 -1.4612 -1.5782
H 0.8657 -0.4258 -2.1172
H 3.9959 1.2266 0.3175
H 3.9925 -0.4988 -0.0496
H 3.0594 0.8250 -1.9354
H 1.8216 1.4827 -0.8622
```

Here are the natural (NBO) charges for atoms 1 to 5, given in e:
1 C -0.186
2 C -0.241
3 C -0.277
4 C -0.191
5 C 0.386


A single C12H13P molecule, computed with wB97M-V/def2-TZVPD.

Output
LUMO level: 0.48 eV
SMILES: C1=C[C@H]2[C@@H](CC1)P2c1ccccc1
Orbital gap: 8.288 eV

XYZ file:
```
26
C12H13P wB97M-V/def2-TZVPD
C -4.4105 0.1635 -0.1179
C -3.8813 -1.0704 0.2793
C -3.7012 1.3738 -0.0575
C -2.5379 -1.0938 0.5602
C -2.3499 1.2896 0.1052
C -1.7188 0.0278 0.3287
C 3.1355 0.9965 0.5640
C 2.1177 1.6750 0.0282
C 3.1402 -0.5052 0.6426
C 2.2743 -1.2051 -0.3730
C 0.9983 0.9147 -0.4383
C 0.9125 -0.5841 -0.3380
P -0.0206 -0.0617 1.1575
H -5.5009 0.1441 -0.3132
H -4.4381 -1.9991 0.2930
H -4.2670 2.2072 -0.4966
H -1.7464 -1.8830 0.9407
H -1.7648 2.1802 0.1888
H 4.0316 1.5987 0.8477
H 2.0500 2.6917 -0.1379
H 4.3260 -0.8142 0.6018
H 2.9580 -0.9103 1.6782
H 2.7011 -1.2278 -1.3825
H 2.2947 -2.3038 -0.1312
H 0.4780 1.3440 -1.2167
H 0.1447 -0.9430 -1.0687
```

Here are the natural (NBO) charges for atoms 1 to 5, given in e:
1 C -0.187
2 C -0.226
3 C -0.234
4 C -0.217
5 C -0.204


A single C12H14 molecule, computed with wB97M-V/def2-TZVPD.

Output
LUMO level (spin up / spin down): 0.46 / 0.46 eV
Orbital gap (spin up / spin down): 8.280 / 8.281 eV

XYZ file:
```
26
C12H14 wB97M-V/def2-TZVPD
C -2.8863 1.1902 -0.5201
C -3.3346 0.1452 0.4299
C -1.4896 1.3973 -0.5439
C -2.8245 -1.0327 0.2416
C -0.5681 0.4965 0.0337
C -0.5930 -0.8736 0.1352
C -1.7476 -1.6744 -0.1700
C 0.8313 -1.0354 0.4218
C 0.9494 0.5208 0.2290
C 1.5663 -2.1508 -0.2833
C 1.4502 1.3776 1.4307
C 1.8138 0.7725 -1.0037
H -3.6645 1.8384 -1.2053
H -4.1254 0.4909 1.0349
H -1.0820 2.3239 -1.0092
H -1.6796 -2.7434 -0.3497
H 0.8641 -1.2129 1.5070
H 1.9917 -1.7736 -1.2262
H 1.2038 -3.1041 -0.2325
H 2.5319 -2.2799 0.3238
H 2.3901 0.9818 1.6403
H 0.7453 1.2502 2.3005
H 1.6271 2.4786 1.0652
H 1.0972 0.6857 -1.9243
H 2.6321 0.1380 -1.2528
H 2.3009 1.7931 -1.0725
```

Here are the natural (NBO) charges for atoms 1 to 5, given in e:
1 C -0.151
2 C -0.322
3 C -0.221
4 C 0.103
5 C -0.056